Density functional theory data (ωB97M-V with the def2-TZVPD basis set) for 3 unconnected molecules or ions with the total composition C3H13NO3 at a distorted geometry.

Geometry (Å):
1 C 1.843 -0.341 0.937
2 N 0.683 -0.880 0.186
3 C 0.246 -0.141 -1.077
4 O -0.741 0.892 -1.016
5 C 3.107 0.319 0.113
6 H 1.737 0.449 1.610
7 H 2.186 -1.240 1.628
8 H 0.782 -1.860 -0.003
9 H 1.221 0.369 -1.505
10 H -0.288 -0.913 -1.737
11 H -1.149 0.934 -0.151
12 H 3.867 0.808 0.709
13 H 3.554 -0.213 -0.767
14 H 2.524 1.217 -0.345
15 H -3.333 1.977 -0.419
16 H -3.298 2.006 1.084
17 O -3.545 1.439 0.361
18 H -2.488 -1.447 -0.243
19 H -3.833 -1.379 0.384
20 O -3.075 -1.996 0.252

* 2S+1: 2
* relative energy (zero: lowest compared OMol25 entry of this formula, charge and spin): 312.5 kJ/mol
* charge: +1
* electronic energy: -402.16857 hartree